# 1
{
  "formula": "C6H10N2O",
  "method": "the ωB97M-V functional and the def2-TZVPD basis",
  "symbols": ["O", "N", "N", "C", "C", "C", "C", "C", "C", "H", "H", "H", "H", "H", "H", "H", "H", "H", "H"],
  "coordinates": [[-1.70, 2.37, -0.02], [-0.44, 0.60, -0.92], [2.87, 0.67, 0.65], [-2.41, 0.03, 0.33], [2.09, 0.32, -0.54], [-1.53, -1.31, 0.23], [-0.33, -0.78, -0.62], [-1.49, 1.19, -0.12], [0.71, 0.08, -0.14], [3.87, 0.59, 0.40], [2.56, -0.46, -1.04], [-0.03, -1.35, -1.52], [-2.11, -2.06, -0.23], [-3.30, 0.09, -0.33], [2.63, 0.02, 1.35], [-1.23, -1.69, 1.25], [2.06, 1.28, -1.08], [0.64, 0.38, 0.91], [-2.87, 0.04, 1.43]],
  "lowdin_charge": [0.105, 0.074, -0.008, -0.076, -0.237, -0.093, -0.252, -0.419, -0.234, 0.085, 0.095, 0.153, 0.083, 0.119, 0.043, 0.120, 0.134, 0.155, 0.153],
  "energy_ha": -419.30392,
  "smiles": "NC[C@@H]1[C@H]2CCC(=O)N12",
  "e_above_lowest_kcal_mol": 51.82,
  "homo_ev": -9.64,
  "homo_lumo_gap_ev": 10.507
}

# 2
{
  "formula": "C6H10N2O",
  "method": "the ωB97M-V functional and the def2-TZVPD basis",
  "symbols": ["O", "N", "N", "C", "C", "C", "C", "C", "C", "H", "H", "H", "H", "H", "H", "H", "H", "H", "H"],
  "coordinates": [[-1.59, 2.48, 0.60], [0.76, 0.52, -0.31], [-2.47, -0.77, 0.44], [0.73, -0.74, 0.10], [1.12, 1.74, -0.98], [-1.72, 1.37, 0.96], [-1.86, 0.12, 1.29], [1.76, -0.41, -0.82], [0.76, -2.00, 0.48], [1.12, 1.63, -2.07], [-1.17, -0.34, 2.00], [2.75, -0.30, -0.40], [1.52, -2.69, 0.14], [-2.58, -1.72, 0.77], [-3.24, -0.38, -0.10], [0.00, -2.40, 1.14], [0.41, 2.54, -0.76], [1.60, -0.75, -1.83], [2.10, 2.10, -0.65]],
  "lowdin_charge": [0.133, -0.006, 0.024, -0.355, -0.087, -0.196, -0.244, -0.139, -0.006, 0.094, 0.122, 0.123, 0.055, 0.085, 0.092, 0.023, 0.064, 0.125, 0.094],
  "energy_ha": -419.11159,
  "smiles": "C=C1CN1C.NC=C=O",
  "e_above_lowest_kcal_mol": 172.51,
  "homo_ev": -7.43,
  "homo_lumo_gap_ev": 8.174
}

# 3
{
  "formula": "C6H10N2O2",
  "method": "the ωB97M-V functional and the def2-TZVPD basis",
  "symbols": ["O", "O", "N", "N", "C", "C", "C", "C", "C", "C", "H", "H", "H", "H", "H", "H", "H", "H", "H", "H"],
  "coordinates": [[2.13, -1.23, -1.82], [0.85, -0.98, 0.69], [-1.99, 0.69, -1.76], [0.03, -0.17, -1.73], [0.13, -0.04, 1.24], [-2.04, -0.63, -2.18], [0.57, 1.09, 2.32], [-0.85, -1.19, -2.23], [-0.74, 0.95, -1.53], [1.36, -0.25, -1.41], [1.97, 0.54, -1.06], [-0.34, 1.39, 2.62], [-0.42, 0.59, 0.38], [1.17, 1.72, 1.74], [1.86, -1.99, -2.31], [-2.90, -1.23, -2.50], [-0.68, -2.20, -2.54], [-0.26, 1.81, -1.31], [1.14, 0.56, 3.08], [-0.77, -0.61, 1.75]],
  "lowdin_charge": [0.130, -0.175, 0.087, -0.029, -0.466, -0.138, -0.053, -0.032, -0.177, -0.093, 0.156, 0.014, 0.090, 0.034, 0.118, 0.115, 0.116, 0.109, 0.066, 0.128],
  "energy_ha": -494.44607,
  "e_above_lowest_kcal_mol": 124.03,
  "homo_ev": [-8.00, -7.99],
  "homo_lumo_gap_ev": [7.823, 7.813]
}

# 4
{
  "formula": "C6H10N2O2S",
  "method": "the ωB97M-V functional and the def2-TZVPD basis",
  "symbols": ["S", "O", "O", "N", "N", "C", "C", "C", "C", "C", "C", "H", "H", "H", "H", "H", "H", "H", "H", "H", "H"],
  "coordinates": [[-2.76, 0.03, 0.25], [-1.49, 2.45, 1.52], [0.55, 1.56, 1.86], [-0.75, -0.87, 1.77], [-0.19, -0.33, -0.51], [1.07, 0.51, -0.77], [1.61, 0.25, -2.20], [-0.57, 1.71, 1.45], [-1.01, 0.19, 0.66], [0.12, -1.70, -0.10], [-0.24, -1.94, 1.18], [-0.18, -2.76, 1.84], [1.50, -0.75, -2.41], [0.81, 1.66, -0.55], [1.04, 1.02, -2.84], [2.66, 0.60, -2.12], [0.56, -2.24, -0.93], [1.73, 0.28, -0.01], [-0.88, -0.40, -1.20], [-2.93, 1.31, 0.35], [-0.64, -0.60, 2.75]],
  "lowdin_charge": [0.845, 0.038, 0.029, 0.017, -0.086, -0.143, -0.051, -0.733, -0.547, -0.067, -0.130, 0.125, 0.029, 0.171, 0.110, 0.089, 0.111, 0.090, 0.101, -0.158, 0.157],
  "energy_ha": -892.70117,
  "smiles": "CC[N@H+]1C=CN[C@@]1(S)C(=O)[O-]",
  "e_above_lowest_kcal_mol": 96.21,
  "homo_ev": -8.53,
  "homo_lumo_gap_ev": 9.024
}

# 5
{
  "formula": "C6H10N2S",
  "method": "the ωB97M-V functional and the def2-TZVPD basis",
  "symbols": ["S", "N", "N", "C", "C", "C", "C", "C", "C", "H", "H", "H", "H", "H", "H", "H", "H", "H", "H"],
  "coordinates": [[-1.99, 1.77, 2.41], [0.76, -1.15, -0.17], [1.00, 0.11, -0.50], [-1.51, 0.25, 1.75], [-0.91, -0.73, 2.41], [0.39, -0.99, -2.42], [0.36, -1.77, -1.30], [1.25, 1.08, 0.35], [0.81, 0.36, -1.90], [0.21, -1.06, -3.44], [-2.20, 2.40, 1.27], [0.08, -2.84, -1.15], [0.23, 1.24, -2.19], [1.31, 1.97, -0.08], [-1.68, 0.16, 0.61], [-0.58, -1.66, 1.92], [-0.45, -0.66, 3.42], [1.10, 0.90, 1.33], [1.82, 0.64, -2.33]],
  "mulliken_spin": [0.007, 0.449, 0.234, 0.006, 0.012, 0.455, -0.044, 0.757, -0.046, 0.011, -0.001, 0.000, 0.046, 0.041, -0.004, -0.001, 0.002, 0.010, 0.068],
  "energy_ha": -742.10492,
  "multiplicity": 3,
  "e_above_lowest_kcal_mol": 31.67,
  "homo_ev": [-5.74, -8.46],
  "homo_lumo_gap_ev": [6.493, 7.567],
  "s_squared": 2.022
}

# 6
{
  "formula": "C6H10N2S2",
  "method": "the ωB97M-V functional and the def2-TZVPD basis",
  "symbols": ["S", "S", "N", "N", "C", "C", "C", "C", "C", "C", "H", "H", "H", "H", "H", "H", "H", "H", "H", "H"],
  "coordinates": [[0.85, 2.13, -0.02], [2.49, 1.02, -0.50], [-1.43, -2.19, 2.63], [-2.19, -2.27, -0.10], [3.64, 2.29, -1.09], [-2.58, -1.66, 2.19], [-0.66, -2.75, 1.68], [0.00, 2.28, -1.61], [-2.96, -1.71, 0.85], [-1.04, -2.80, 0.34], [-3.23, -1.19, 2.94], [3.27, 2.80, -1.99], [3.84, 3.04, -0.31], [-0.26, 1.29, -2.02], [4.58, 1.78, -1.34], [0.61, 2.83, -2.35], [-0.39, -3.27, -0.41], [-3.91, -1.27, 0.51], [0.29, -3.19, 2.02], [-0.93, 2.84, -1.43]],
  "lowdin_charge": [0.401, 0.398, 0.065, 0.062, -0.497, -0.136, -0.134, -0.496, -0.138, -0.136, 0.106, 0.029, 0.034, 0.034, 0.031, 0.029, 0.106, 0.105, 0.107, 0.032],
  "energy_ha": -1140.49308,
  "smiles": "c1cnccn1.CSSC",
  "e_above_lowest_kcal_mol": 11.25,
  "homo_ev": -8.92,
  "homo_lumo_gap_ev": 9.408
}

# 7
{
  "formula": "C6H10N3S",
  "method": "the ωB97M-V functional and the def2-TZVPD basis",
  "symbols": ["S", "N", "N", "N", "C", "C", "C", "C", "C", "C", "H", "H", "H", "H", "H", "H", "H", "H", "H", "H"],
  "coordinates": [[3.13, -0.02, -0.12], [-3.27, 0.26, -0.72], [-0.99, 0.95, -0.26], [-1.95, -0.79, 0.96], [1.83, -0.86, -0.19], [2.50, 1.62, 0.04], [1.65, -2.29, -0.17], [-2.13, 0.03, 0.00], [0.17, 0.94, 0.36], [1.21, 1.84, 0.29], [0.62, -2.62, -0.55], [-2.74, -1.33, 1.38], [3.13, 2.41, 0.34], [2.29, -2.97, -0.75], [0.98, 2.95, 0.24], [1.78, -2.90, 0.74], [-3.27, 0.65, -1.64], [0.26, 0.37, 1.28], [-4.09, 0.19, -0.16], [-1.09, 1.57, -1.06]],
  "mulliken_spin": [0.181, 0.002, 0.145, 0.032, 1.222, 0.098, -0.047, -0.021, 0.117, 0.065, 0.050, -0.001, 0.010, 0.070, 0.008, 0.063, 0.000, 0.015, 0.000, -0.008],
  "energy_ha": -796.62966,
  "multiplicity": 3,
  "e_above_lowest_kcal_mol": 25.98,
  "charge": 1,
  "homo_ev": [-10.69, -13.45],
  "homo_lumo_gap_ev": [6.064, 7.390],
  "s_squared": 2.025
}

# 8
{
  "formula": "C6H10N4O2",
  "method": "the ωB97M-V functional and the def2-TZVPD basis",
  "symbols": ["O", "O", "N", "N", "N", "N", "C", "C", "C", "C", "C", "C", "H", "H", "H", "H", "H", "H", "H", "H", "H", "H"],
  "coordinates": [[-13.07, -0.90, -3.31], [7.72, 1.91, 0.83], [-13.43, -0.72, -2.10], [-13.05, 0.40, -1.57], [5.46, -2.20, 1.17], [5.58, -0.17, 0.28], [6.74, -1.67, 1.25], [6.84, -0.41, 0.72], [-13.52, 0.54, -0.23], [4.81, -1.23, 0.55], [8.00, 0.66, 0.79], [5.15, 1.01, -0.39], [8.92, 0.36, 1.47], [5.17, 0.78, -1.45], [5.88, 1.83, -0.28], [3.80, -1.25, 0.29], [4.10, 1.31, -0.06], [-14.00, -0.57, -0.01], [7.31, -2.31, 1.98], [8.49, 0.45, -0.29], [-14.19, 1.34, -0.12], [-12.70, 0.84, 0.49]],
  "mulliken_spin": [0.616, 0.000, 0.944, 0.413, 0.000, 0.000, 0.000, 0.000, -0.036, 0.000, 0.000, 0.000, 0.000, 0.000, 0.000, 0.000, 0.000, -0.022, 0.000, 0.000, 0.034, 0.050],
  "energy_ha": -603.90154,
  "multiplicity": 3,
  "charge": -2,
  "homo_ev": [1.07, -1.84],
  "homo_lumo_gap_ev": [3.757, 6.675],
  "s_squared": 2.009
}

# 9
{
  "formula": "C6H10N6",
  "method": "the ωB97M-V functional and the def2-TZVPD basis",
  "symbols": ["N", "N", "N", "N", "N", "N", "C", "C", "C", "C", "C", "C", "H", "H", "H", "H", "H", "H", "H", "H", "H", "H"],
  "coordinates": [[1.16, -2.12, -1.81], [-0.30, -0.19, -1.41], [2.32, 0.38, 0.47], [-3.58, -0.69, -0.44], [0.75, -2.89, -0.95], [-1.28, -0.95, -0.89], [2.72, 0.43, 1.84], [-0.77, 1.02, -1.80], [-2.12, 1.03, -1.53], [1.53, -0.51, 0.08], [-2.38, -0.23, -0.96], [1.07, -0.59, -1.34], [1.10, -1.28, 0.73], [1.68, -0.01, -2.03], [2.42, -0.46, 2.41], [3.80, 0.56, 1.88], [-2.82, 1.83, -1.71], [2.26, 1.31, 2.30], [0.80, -3.86, -1.31], [-3.57, -1.69, -0.29], [-0.13, 1.76, -2.23], [-4.40, -0.35, -0.92]],
  "lowdin_charge": [0.008, -0.144, -0.011, 0.103, 0.045, 0.120, -0.140, -0.067, -0.020, -0.170, -0.418, -0.231, 0.109, 0.137, 0.076, 0.074, 0.091, 0.079, 0.068, 0.087, 0.118, 0.086],
  "energy_ha": -563.07567,
  "smiles": "[H]/N=N/[C@H](/C=N/C)n1ccc(N)n1",
  "e_above_lowest_kcal_mol": 80.89,
  "homo_ev": -8.04,
  "homo_lumo_gap_ev": 9.034
}

# 10
{
  "formula": "C6H10N6O2S",
  "method": "the ωB97M-V functional and the def2-TZVPD basis",
  "symbols": ["S", "O", "O", "N", "N", "N", "N", "N", "N", "C", "C", "C", "C", "C", "C", "H", "H", "H", "H", "H", "H", "H", "H", "H", "H"],
  "coordinates": [[1.73, 1.20, -0.23], [1.25, 2.13, -1.26], [1.81, -2.65, -0.14], [-3.86, -0.86, -2.03], [-1.68, -0.57, -1.45], [1.35, -1.22, 1.57], [-1.11, 0.30, 0.73], [-3.37, 0.17, 0.10], [-2.67, 1.12, 2.06], [-0.92, -0.18, -0.47], [3.42, 0.61, -0.79], [-2.39, 0.53, 0.92], [1.38, -1.57, 0.21], [1.06, -0.45, -0.69], [-3.02, -0.41, -1.06], [1.22, -0.77, -1.67], [1.51, -1.88, 2.30], [3.40, -0.41, -1.17], [-4.84, -0.84, -1.70], [3.59, 1.28, -1.59], [-3.57, 0.94, 2.53], [4.05, 0.74, 0.06], [-3.62, -1.06, -2.94], [-2.21, 1.89, 2.49], [0.65, -0.66, 1.99]],
  "mulliken_spin": [0.328, 0.401, 0.330, 0.003, 0.018, 0.042, 0.015, 0.010, 0.002, 0.281, 0.090, 0.021, 0.222, 0.194, 0.021, 0.027, 0.004, -0.010, -0.001, 0.007, 0.001, -0.009, 0.001, 0.001, 0.004],
  "energy_ha": -1111.61570,
  "multiplicity": 3,
  "homo_ev": [-4.19, -8.59],
  "homo_lumo_gap_ev": [4.795, 4.791],
  "s_squared": 2.017
}

# 11
{
  "formula": "C6H10NO2PS",
  "method": "the ωB97M-V functional and the def2-TZVPD basis",
  "symbols": ["S", "P", "O", "O", "N", "C", "C", "C", "C", "C", "C", "H", "H", "H", "H", "H", "H", "H", "H", "H", "H"],
  "coordinates": [[2.66, -0.25, 2.35], [1.11, -0.11, 1.28], [0.65, 1.33, 0.70], [-0.10, -0.58, 2.23], [0.82, -1.21, -0.37], [-0.88, 4.07, -0.38], [-0.81, 2.89, -0.29], [-0.45, -0.90, -0.99], [-0.57, 1.50, -0.03], [-0.52, 0.64, -1.31], [0.83, -2.58, 0.01], [-0.63, -1.54, -1.87], [0.01, -1.35, 2.77], [0.71, -3.36, -0.85], [0.43, 0.92, -1.87], [1.88, -2.68, 0.46], [-0.05, -2.73, 0.54], [-0.80, 5.06, -0.82], [-1.51, 1.12, 0.54], [-1.21, -1.09, -0.31], [-1.60, 0.85, -1.79]],
  "mulliken_spin": [1.215, 0.561, -0.097, 0.048, 0.202, 0.008, 0.008, 0.031, 0.032, 0.000, -0.003, 0.007, -0.011, 0.007, 0.002, -0.001, -0.006, -0.001, 0.003, 0.000, -0.007],
  "energy_ha": -1179.15460,
  "multiplicity": 3,
  "homo_ev": [-4.49, -8.38],
  "homo_lumo_gap_ev": [4.992, 4.943],
  "s_squared": 2.006
}

# 12
{
  "formula": "C6H10NO3P",
  "method": "the ωB97M-V functional and the def2-TZVPD basis",
  "symbols": ["P", "O", "O", "O", "N", "C", "C", "C", "C", "C", "C", "H", "H", "H", "H", "H", "H", "H", "H", "H", "H"],
  "coordinates": [[-1.94, -1.41, 0.04], [-1.91, -2.82, 0.33], [0.65, -1.33, 0.35], [0.00, 0.58, -0.59], [-3.31, -1.13, -2.50], [2.79, -1.79, 1.25], [-2.66, -1.12, -1.57], [-1.05, 1.49, -1.01], [-0.92, 2.74, -0.13], [-0.26, -0.74, -0.31], [1.86, -0.68, 0.73], [3.65, -1.18, 1.65], [-1.62, 3.43, -0.47], [2.12, 0.04, -0.03], [-1.97, 0.89, -0.79], [3.14, -2.52, 0.60], [-1.08, 1.83, -2.02], [-0.06, 3.32, -0.18], [1.49, 0.10, 1.54], [2.28, -2.26, 2.12], [-1.20, 2.55, 0.99]],
  "lowdin_charge": [0.702, -0.408, -0.015, -0.067, 0.098, -0.036, -0.398, -0.196, -0.055, -0.382, -0.189, 0.095, 0.051, 0.113, 0.063, 0.053, 0.123, 0.050, 0.171, 0.099, 0.129],
  "energy_ha": -856.34527,
  "e_above_lowest_kcal_mol": 70.67,
  "homo_ev": [-8.43, -8.43],
  "homo_lumo_gap_ev": [8.178, 8.177]
}

# 13
{
  "formula": "C6H10NO5Ru",
  "method": "the ωB97M-V functional and the def2-TZVPD basis",
  "symbols": ["Ru", "O", "O", "O", "O", "O", "N", "C", "C", "C", "C", "C", "C", "H", "H", "H", "H", "H", "H", "H", "H", "H", "H"],
  "coordinates": [[0.00, 0.00, 0.00], [-0.72, 1.00, 1.62], [0.57, -0.82, -1.76], [-0.84, -1.77, 0.70], [0.42, 0.41, -3.69], [-1.83, 3.00, 1.65], [-1.80, 0.46, -0.91], [-0.02, -0.07, -2.59], [-1.73, 1.84, -0.43], [-1.38, 1.95, 1.09], [-2.04, -1.83, -0.04], [-2.69, -0.45, -0.23], [-1.53, 0.24, -2.33], [-1.83, -2.30, -1.01], [-1.85, 1.10, -2.92], [-1.62, -0.83, -0.18], [-0.95, 2.40, -0.97], [-2.96, -0.08, 0.76], [-2.69, 2.35, -0.62], [-2.09, -0.62, -2.71], [-2.74, -2.50, 0.49], [-3.63, -0.55, -0.78], [-1.01, -1.62, 1.60]],
  "mulliken_spin": [3.776, 0.078, 0.113, 0.028, 0.018, 0.014, -0.163, -0.023, 0.068, -0.022, -0.111, -0.011, 0.041, 0.095, -0.011, 1.304, 0.049, -0.039, 0.019, 0.025, -0.310, -0.026, 0.088],
  "energy_ha": -760.02876,
  "multiplicity": 6,
  "homo_ev": [-5.04, -10.11],
  "homo_lumo_gap_ev": [5.276, 8.510],
  "s_squared": 8.760
}